Formula: C45H109ClN7O13
Source: the Open Molecules 2025 dataset
Level of theory: wB97M-V/def2-TZVPD

```
175
Properties=species:S:1:pos:R:3:forces:R:3:lowdin_spin:R:1
Cl -0.001449 -0.461010 0.824243 0.0 -0.6 0.5 0.00
O 0.789221 -1.631650 0.590993 0.2 -1.3 -0.6 0.00
O 0.212311 -0.083840 2.178313 -0.4 0.4 2.0 0.00
O 0.442461 0.592030 0.019463 0.8 1.8 -1.9 0.00
O -1.385889 -0.710850 0.568983 -0.7 -0.4 0.1 0.00
C 1.863941 -1.832840 4.834013 -1.3 0.7 0.0 0.00
O 1.353191 -0.453740 4.760443 1.3 -1.7 0.8 0.00
H 1.788531 -2.219830 5.850213 -0.3 0.4 0.2 0.00
H 1.204371 -2.447580 4.221513 0.2 -0.2 -0.1 0.00
H 2.903771 -2.023110 4.568223 0.1 0.6 -0.5 0.00
H 1.076011 -0.325560 3.850313 -0.1 0.0 -0.5 0.00
C -1.303389 -4.583040 0.975903 0.5 -0.4 -0.9 0.00
O -0.115809 -4.469860 0.178573 -0.6 0.0 0.4 0.00
H -1.148439 -4.216670 1.990723 0.0 -0.2 0.1 0.00
H -2.151519 -4.063370 0.530123 0.0 0.3 -0.1 0.00
H -1.539609 -5.645900 0.924733 -0.1 0.0 0.5 0.00
H 0.054061 -3.529900 0.082493 0.3 0.5 0.1 0.00
C 0.925131 4.161490 1.153183 0.4 -1.5 0.4 0.00
C 1.001201 3.596230 2.614443 0.0 1.5 -0.4 0.00
C 2.418961 3.176920 2.920733 -0.7 -0.8 1.8 0.00
O 2.514501 2.776470 4.345583 1.3 -0.6 -1.7 0.00
C 3.704691 1.949780 4.491953 -0.9 1.3 0.4 0.00
N 0.498401 4.565080 3.595323 -0.1 0.0 -0.4 0.00
H 1.842541 4.647140 0.820623 0.1 0.2 0.2 0.00
H 0.067511 4.806680 0.962673 0.0 -0.2 0.2 0.00
H 0.835051 3.242410 0.574143 -0.2 0.2 -0.7 0.00
H 0.348991 2.724970 2.674623 0.1 0.0 0.0 0.00
H 3.142121 3.974280 2.749413 0.1 0.1 -0.2 0.00
H 2.599961 2.317550 2.275113 0.5 -0.1 0.0 0.00
H 4.578541 2.499780 4.142673 0.2 -0.1 -0.6 0.00
H 3.581681 0.981490 4.006803 0.1 0.0 0.0 0.00
H 3.921391 1.839360 5.554483 -0.5 -0.3 0.1 0.00
H -0.398459 4.791100 3.189533 -0.6 0.2 0.4 0.00
H 0.997231 5.433730 3.466023 0.5 0.3 0.1 0.00
C 3.694791 1.123470 -4.532357 -0.3 1.1 -1.0 0.01
C 3.428571 2.276150 -3.572157 0.2 -0.3 0.3 0.00
C 2.129901 3.120710 -3.805547 1.3 -0.7 0.6 0.01
O 2.272911 3.877840 -4.963197 0.5 0.3 -1.2 0.01
C 1.215731 4.728930 -5.329697 -0.3 0.2 0.3 0.08
N 3.468351 1.756040 -2.219507 0.0 -0.1 1.6 0.00
H 3.693181 1.511560 -5.550927 -0.6 -0.1 -0.3 0.01
H 2.944811 0.346230 -4.385657 0.2 -0.2 -0.3 0.00
H 4.724461 0.771130 -4.471207 0.0 -0.4 0.7 0.00
H 4.312201 2.914350 -3.572627 -0.2 0.6 -0.5 0.00
H 2.025051 3.795380 -2.955887 -0.3 -0.1 0.4 0.00
H 1.305211 2.410410 -3.864467 -0.5 0.1 0.0 0.00
H 0.246051 4.238870 -5.242117 -0.1 -0.2 -0.2 0.02
H 1.364491 5.132030 -6.331437 0.2 -0.6 -0.3 0.01
H 1.145351 5.649420 -4.750177 0.2 0.0 0.8 0.01
H 2.673481 1.261950 -1.839817 -0.8 0.3 -0.4 0.00
H 4.181181 1.047090 -2.122817 0.5 0.1 -0.2 0.00
C -2.712639 1.247690 4.064363 -1.0 -0.6 -0.9 0.00
C -1.877329 2.471160 4.387153 -1.8 1.1 0.0 0.00
C -2.616929 3.474130 5.325443 0.9 -2.1 0.3 0.00
O -1.759259 4.433100 5.878503 -0.4 1.1 -0.3 0.00
C -2.559469 5.434300 6.528033 1.1 -1.2 -0.6 0.00
N -0.658059 2.022150 4.945303 1.1 -0.2 0.4 0.00
H -2.949619 0.624320 4.926543 0.1 0.1 0.4 0.00
H -2.166669 0.613280 3.366123 0.5 -0.1 0.1 0.00
H -3.645989 1.358630 3.512423 -0.4 0.6 0.2 0.00
H -1.774159 3.048840 3.468593 0.7 -0.2 -0.3 0.00
H -2.958909 2.866130 6.162993 -0.6 -0.2 0.3 0.00
H -3.490479 3.852230 4.794353 0.0 0.5 0.0 0.00
H -1.898899 6.253030 6.813383 -0.2 0.1 -0.2 0.00
H -2.971639 4.990260 7.434153 -0.5 0.1 0.1 0.00
H -3.315179 5.686000 5.783953 -0.4 0.7 0.5 0.00
H -0.337579 1.276100 4.344643 0.6 0.1 -0.3 0.00
H -0.884459 1.483480 5.769123 0.0 0.1 0.6 0.00
C -4.878439 -2.246490 4.239603 -0.2 1.0 1.0 0.01
C -4.493149 -3.271420 3.239483 0.0 -0.4 -0.5 0.00
C -5.379299 -4.535510 3.325263 1.0 2.7 0.7 0.01
O -4.777509 -5.507740 2.546333 -0.9 -0.4 0.6 0.00
C -5.617859 -6.631420 2.583753 0.6 -0.6 -1.3 0.03
N -4.546379 -2.689320 1.890363 -0.3 -0.8 0.1 0.00
H -4.720949 -2.567140 5.269393 -0.1 -0.3 0.1 0.00
H -5.908789 -1.906190 4.136333 -0.2 -0.2 -0.1 0.00
H -4.289229 -1.333910 4.149403 0.2 0.0 -0.2 0.00
H -3.469409 -3.603530 3.412033 0.2 -0.2 0.4 0.00
H -6.399479 -4.248480 3.070383 -0.3 -0.2 -0.9 0.00
H -5.483209 -4.788030 4.380503 0.4 -0.6 0.3 0.00
H -5.152449 -7.275320 1.837503 -0.5 -0.5 0.1 0.00
H -6.632579 -6.353340 2.298963 -0.2 -0.1 -0.2 0.01
H -5.679819 -7.152230 3.539273 0.3 0.2 0.3 0.01
H -3.767429 -2.057610 1.770813 0.1 0.4 0.1 0.00
H -4.284799 -3.473820 1.310503 -0.2 -0.1 -0.7 0.00
C -2.961569 2.482590 -2.062597 -0.2 -1.3 -0.9 0.02
C -3.119649 3.823290 -1.379857 -0.6 0.5 -0.5 0.00
C -4.287289 4.571220 -2.029937 -0.6 -0.2 0.0 0.05
C -5.648329 4.016890 -1.683757 0.5 -0.4 0.1 0.03
C -5.826959 3.962080 -0.161437 -1.0 1.1 -2.1 0.01
C -4.701459 3.284230 0.586613 -0.7 -1.4 0.7 0.00
N -3.403779 3.640950 0.079673 1.7 2.4 -1.2 0.00
O -2.247569 3.086040 0.697253 -1.2 0.5 0.5 0.00
C -4.934489 3.770440 2.025173 1.4 0.6 0.2 0.01
C -4.912879 1.766410 0.536243 -1.4 -0.2 0.4 0.01
C -1.850869 4.653770 -1.676067 0.2 -0.3 0.8 0.02
H -2.435739 1.744150 -1.457377 0.3 0.1 0.0 0.00
H -2.489299 2.514770 -3.044447 0.6 0.4 0.1 0.01
H -3.877549 1.975780 -2.366267 -0.5 0.2 0.5 0.01
H -4.350719 5.632500 -1.789597 0.6 0.2 0.3 0.01
H -4.254279 4.525410 -3.118477 0.7 0.0 -0.1 0.03
H -5.764599 3.019170 -2.106997 0.0 -0.1 0.0 0.01
H -6.300019 4.672430 -2.261407 -0.8 -0.1 0.6 0.01
H -6.804789 3.512380 0.010983 0.2 -0.6 0.5 0.01
H -5.996869 4.985280 0.173653 0.5 0.2 0.2 0.00
H -4.756249 4.845010 2.065703 0.0 0.2 -0.2 0.00
H -5.960349 3.630880 2.366133 0.1 -0.5 0.0 0.00
H -4.170419 3.374270 2.694013 -0.4 -0.4 0.2 0.00
H -5.839289 1.553410 1.069623 -0.1 0.0 0.6 0.00
H -5.219279 1.390670 -0.439997 0.9 0.0 -0.3 0.01
H -4.142989 1.191490 1.050873 0.2 0.0 -0.4 0.00
H -1.830319 5.604120 -1.142667 -0.1 -0.1 0.3 0.00
H -1.734679 4.919940 -2.726657 -0.4 -0.3 -0.2 0.01
H -0.978189 4.059260 -1.405737 0.2 0.2 0.1 0.00
H -2.174289 2.173570 0.408063 0.1 -0.6 -0.1 0.00
C 1.131771 -1.416310 -2.892037 1.1 -0.5 -0.1 0.00
C 1.247401 -2.681500 -3.820647 -0.9 -1.1 0.7 0.00
C 0.510191 -3.808370 -3.004157 0.5 0.2 0.0 0.00
C -0.969259 -3.674100 -2.944397 -1.3 0.2 -0.4 0.01
C -1.595879 -3.513100 -4.332627 1.5 -0.4 1.2 0.03
C -0.973949 -2.341470 -5.096347 -0.1 -0.4 0.6 0.00
N 0.577721 -2.483940 -5.111797 -2.7 -2.1 0.7 0.00
O 1.181061 -1.479360 -5.835567 0.3 1.3 -0.2 0.06
C -1.530529 -2.589190 -6.494917 0.7 1.0 -0.8 0.09
C -1.503329 -0.994820 -4.470037 1.4 -0.7 -0.5 0.04
C 2.683241 -3.249840 -4.103707 -0.1 1.3 0.5 0.02
H 1.943481 -1.436930 -2.164847 0.4 0.1 0.0 0.00
H 0.259521 -1.415600 -2.238387 -0.1 -0.1 -0.4 0.00
H 1.165921 -0.477610 -3.445017 0.1 -0.1 0.0 0.00
H 0.725801 -4.839480 -3.284197 0.5 0.1 -0.6 0.00
H 0.811331 -3.756290 -1.957877 0.6 0.1 -0.1 0.00
H -1.228279 -2.816500 -2.323477 -0.2 -0.1 0.2 0.00
H -1.364429 -4.572410 -2.470087 -0.2 0.1 0.2 0.00
H -2.681049 -3.432950 -4.268757 0.0 0.2 -0.1 0.01
H -1.346539 -4.423770 -4.877257 -0.2 -0.2 -0.2 0.01
H -1.105699 -1.827810 -7.149077 -0.4 0.1 -0.4 0.01
H -1.299879 -3.559690 -6.934257 0.6 -0.1 0.4 0.01
H -2.619819 -2.600810 -6.532727 -0.1 0.6 0.3 0.02
H -0.786279 -0.226890 -4.760237 -0.5 0.5 -0.6 0.01
H -2.535829 -0.821640 -4.773457 0.2 0.3 0.0 0.02
H -1.395079 -0.959660 -3.385997 -0.5 -0.4 0.0 0.00
H 2.799121 -3.989960 -4.895467 -0.8 0.0 -0.1 0.01
H 3.071321 -3.716800 -3.198477 0.0 0.1 0.1 0.00
H 3.354061 -2.430970 -4.363607 0.1 0.1 0.0 0.00
H 1.730121 -1.945430 -6.470317 0.0 0.0 -0.2 0.01
C 4.341331 -0.949820 0.387503 0.3 1.2 0.9 0.00
C 5.357321 -2.054020 0.843443 -2.0 -0.9 -0.8 0.00
C 4.428471 -3.338890 0.879893 0.1 -0.4 0.5 0.00
C 4.072741 -3.894830 -0.469727 2.3 0.9 -0.9 0.00
C 5.408931 -4.088170 -1.263957 -2.0 0.3 -0.3 0.01
C 6.202181 -2.795360 -1.533837 0.8 0.3 1.8 0.00
N 6.469011 -2.203040 -0.154197 0.1 -0.7 0.5 0.00
O 7.193791 -0.969960 -0.225187 -0.3 -0.8 -0.1 0.00
C 7.574701 -3.192700 -2.121947 -0.1 0.2 -0.7 0.01
C 5.520081 -1.844970 -2.540747 -1.0 -0.8 0.0 0.01
C 5.930401 -1.818020 2.304923 -0.3 0.7 -1.6 0.00
H 4.829201 0.018430 0.499693 -0.2 0.4 0.2 0.00
H 3.412031 -0.947530 0.957153 0.3 0.1 0.8 0.00
H 3.862271 -0.899630 -0.590297 0.8 -0.8 -0.4 0.00
H 4.865471 -4.078920 1.550323 0.2 -0.3 -0.1 0.00
H 3.418991 -3.163740 1.251883 0.3 0.9 0.9 0.00
H 3.533351 -3.095660 -0.978147 -0.4 -0.2 -0.2 0.00
H 3.461911 -4.797600 -0.469127 0.1 0.0 0.2 0.00
H 5.028141 -4.421340 -2.229407 0.7 -0.6 -0.3 0.00
H 5.992151 -4.839540 -0.731607 0.3 0.0 -0.3 0.00
H 8.271721 -3.762500 -1.507467 -0.3 0.4 0.7 0.00
H 7.462801 -3.857350 -2.978587 -0.5 0.0 -0.3 0.00
H 8.042391 -2.293950 -2.523947 0.3 0.0 0.2 0.00
H 4.478481 -1.633910 -2.298617 0.0 -0.2 0.2 0.00
H 5.940891 -0.861800 -2.751457 0.7 -0.2 0.2 0.00
H 5.438441 -2.419810 -3.463237 0.3 0.3 -0.3 0.00
H 6.791861 -2.438250 2.552523 -0.2 -0.4 -0.3 0.00
H 5.143181 -1.943760 3.048283 0.0 0.0 -0.1 0.00
H 6.299151 -0.793550 2.355663 -0.1 0.1 0.1 0.00
H 6.558141 -0.351570 -0.592797 -0.2 0.6 -0.2 0.00
```
Positions in Å, forces in eV/Å.

Spin multiplicity: 2
Gap between HOMO and LUMO (spin up / spin down): 1.21 / 8.10 eV
Total charge: -2
⟨S²⟩: 0.75
E: -3600.9611 hartree